(1)
13
Properties=species:S:1:pos:R:3:mulliken_charge:R:1 method="wB97M-V/def2-TZVPD" total_energy_ev=-9607.0960 max_force_ev_per_a=4.776 e_lumo_ev=-7.62 relative_energy_kj_mol=764.2 total_charge=+1 homo_lumo_gap_ha=0.2717 homo_energy_ev=-15.014
C -2.28 0.08 -0.04 0.306
C 1.37 -1.37 0.01 -0.524
N -1.39 1.02 0.11 -0.956
N -2.27 -1.13 0.03 -0.086
N -0.14 0.55 0.12 1.695
N 0.18 -0.63 0.23 -0.683
N 0.70 1.59 0.04 -0.579
H -3.22 0.60 0.03 0.417
H 1.33 -1.24 -1.11 0.383
H 2.28 -0.79 0.31 0.168
H 1.54 -2.40 0.27 0.304
H 0.26 2.39 -0.37 0.304
H 1.62 1.34 0.36 0.251

***

(2)
14
Properties=species:S:1:pos:R:3:mulliken_charge:R:1 method="wB97M-V/def2-TZVPD" total_energy_ev=-11109.2297 max_force_ev_per_a=4.789 e_lumo_ev=0.65 relative_energy_kj_mol=103.1 homo_lumo_gap_ha=0.3364 homo_energy_ev=-8.499 smiles="[H]/N=c1/nc(N)[nH]n1N"
C -1.28 0.20 -0.24 0.485
C 0.76 1.07 -0.20 0.344
H -3.33 -0.44 -0.23 0.263
H -3.01 1.18 0.65 0.310
H 2.54 1.31 -0.20 0.263
H 1.78 -0.80 1.25 0.224
H 2.43 -1.58 -0.16 0.249
H -0.48 -1.87 -0.24 0.343
N -2.59 0.18 0.22 -0.464
N -0.63 1.35 -0.09 -0.590
N 1.72 1.91 -0.08 -0.615
N 0.90 -0.42 -0.51 -0.014
N 1.65 -1.21 0.40 -0.543
N -0.46 -0.88 -0.58 -0.256

***

(3)
10
Properties=species:S:1:pos:R:3:mulliken_charge:R:1 method="wB97M-V/def2-TZVPD" total_energy_ev=-5707.0772 max_force_ev_per_a=1.153 e_lumo_ev=4.24 relative_energy_kj_mol=121.6 total_charge=-1 homo_lumo_gap_ha=0.1946 homo_energy_ev=-1.054
O 0.16 3.01 1.11 -0.700
H -0.57 3.22 0.49 0.332
C 0.25 -0.11 0.01 -0.646
C -0.10 -2.30 -0.75 -0.687
N 0.09 -1.01 -0.93 -0.405
H 0.19 0.94 -0.28 0.100
H 0.21 -0.27 1.10 0.221
H 0.56 2.21 0.74 0.388
H -0.23 -2.95 -1.62 0.196
H -0.56 -2.75 0.13 0.200

***

(4)
10
Properties=species:S:1:pos:R:3:mulliken_charge:R:1 method="wB97M-V/def2-TZVPD" total_energy_ev=-5708.1427 max_force_ev_per_a=1.023 e_lumo_ev=4.67 relative_energy_kj_mol=18.8 total_charge=-1 homo_lumo_gap_ha=0.2486 homo_energy_ev=-2.099 smiles=CNC[O-]
C -1.02 -0.67 -0.09 -0.816
N -0.33 0.58 -0.29 -0.486
C 1.03 0.60 0.32 -0.206
O 2.01 0.12 -0.45 -0.885
H -0.50 -1.54 -0.55 0.283
H -2.00 -0.62 -0.56 0.273
H -1.09 -0.87 0.98 0.298
H -0.18 0.68 -1.29 0.221
H 0.90 0.05 1.30 0.126
H 1.18 1.67 0.63 0.191